Entry P
Entry from the Open Molecules 2025 dataset: C34H45GeN3O8PS4SeV as an isolated structure (ωB97M-V/def2-TZVPD).

```
98
C34H45GeN3O8PS4SeV (ωB97M-V/def2-TZVPD)
V -0.43841 0.88881 0.19471
C -2.28915 2.47581 3.85968
C -1.62013 2.35272 2.52440
N -1.64439 1.23446 1.86573
N -2.21453 0.17553 2.56192
C -2.02593 -0.95580 1.99272
S -1.21886 -1.26063 0.48559
S -2.82155 -2.34575 2.78224
C -4.42014 -2.18386 1.91724
C -5.11831 -0.88382 2.16532
C -5.81793 -0.65109 3.34416
C -6.42286 0.57380 3.57541
C -6.33346 1.58541 2.62767
C -5.63989 1.36129 1.44718
C -5.03760 0.13294 1.21916
C -0.89269 3.50145 1.99265
C -0.46657 4.51327 2.86516
C 0.24148 5.60436 2.41049
C 0.51234 5.71789 1.04667
C 0.09399 4.75058 0.16225
C -0.60002 3.61738 0.61506
O -0.96028 2.68824 -0.24554
H -3.06300 1.72335 3.97181
H -2.70443 3.47438 3.97831
H -1.55075 2.31312 4.64904
H -4.99895 -3.03456 2.27966
H -4.24733 -2.33208 0.85196
H -5.87402 -1.43128 4.09420
H -6.96461 0.74131 4.49771
H -6.80640 2.54226 2.80800
H -5.56364 2.14245 0.70196
H -4.48862 -0.03930 0.29954
H -0.66960 4.42211 3.92274
H 0.58536 6.35911 3.10378
H 1.06077 6.57452 0.67444
H 0.28995 4.82713 -0.89986
O 4.21668 3.22334 -2.79872
C 3.24801 2.57860 -2.10828
C 3.38877 2.27574 -0.75141
C 2.34218 1.61852 -0.14414
N 1.27595 1.26400 -0.83496
C 1.09122 1.59834 -2.10494
C 2.07360 2.26575 -2.79934
C -0.32775 1.30244 -2.56053
O -0.73865 1.68651 -3.62847
O -0.98300 0.65643 -1.63406
C 2.16104 1.32219 1.32722
O 2.99480 1.56041 2.16268
O 0.94920 0.84650 1.54256
H 4.97976 3.37530 -2.22765
H 4.26092 2.55794 -0.17619
H 1.93002 2.54728 -3.83188
C -2.15923 -2.31066 -6.66439
C -1.68930 -1.15845 -5.79476
C -2.84171 -0.41218 -5.14034
O -0.71011 -1.52741 -4.81652
P -0.65130 -2.82942 -3.87140
S -0.17726 -4.47372 -4.84832
S 0.44637 -2.28110 -2.32757
O -2.24051 -2.88916 -3.49590
C -2.91415 -3.95963 -2.83574
C -4.17384 -3.33157 -2.26042
C -2.12189 -4.68539 -1.76574
H -2.79237 -1.91142 -7.46020
H -2.73597 -3.03175 -6.08494
H -1.31700 -2.84231 -7.10342
H -1.14444 -0.44974 -6.42725
H -3.41710 -1.08294 -4.50395
H -3.49856 -0.00657 -5.91469
H -2.45848 0.40768 -4.53562
H -3.18464 -4.68382 -3.61469
H -3.88534 -2.55889 -1.54382
H -4.78362 -4.08294 -1.75410
H -4.77065 -2.86418 -3.04458
H -1.85088 -4.01496 -0.95358
H -1.21116 -5.11921 -2.17248
H -2.74840 -5.48899 -1.36988
C 1.86760 -5.36727 -0.47145
Ge 3.62016 -4.68996 -0.97886
C 4.96826 -6.11374 -0.77156
C 3.70650 -4.02132 -2.80373
C 4.13542 -3.23978 0.25578
Se 2.76366 -1.84849 0.41703
C 1.99100 -2.48668 2.07757
H 1.55250 -6.14495 -1.16772
H 1.13828 -4.55928 -0.53056
H 1.88678 -5.78338 0.53739
H 4.73283 -6.95481 -1.42490
H 5.00399 -6.48072 0.25500
H 5.95950 -5.74549 -1.03958
H 3.30561 -4.75984 -3.49854
H 4.74252 -3.80485 -3.07163
H 3.09379 -3.12744 -2.91265
H 5.05957 -2.76732 -0.07892
H 4.31426 -3.61180 1.26578
H 1.57258 -3.48110 1.93047
H 1.19446 -1.79551 2.34639
H 2.74519 -2.49631 2.86295
```

Computed properties:
- 2S+1: 2
- Expectation value of S²: 0.771
- Net charge: -1

Löwdin population analysis, charges in e, atoms 1 to 4:
1. V 0.87
2. C -0.01
3. C -0.21
4. N -0.04



Entry Q
Entry from the Open Molecules 2025 dataset: C34H45GeN3O8PS4SeV as an isolated structure (ωB97M-V/def2-TZVPD).

```
98
C34H45GeN3O8PS4SeV (ωB97M-V/def2-TZVPD)
V -0.52669 1.38311 0.67619
C 0.85652 4.86911 -1.66662
C 0.72570 3.46105 -1.16004
N -0.21786 3.17939 -0.29650
N -1.09802 4.24990 -0.10276
C -2.01471 4.04826 0.76877
S -2.22665 2.65658 1.76538
S -3.19927 5.32851 1.02121
C -2.71309 6.51502 -0.24342
C -1.41851 7.27028 -0.04471
C -0.99549 8.10786 -1.07484
C 0.19787 8.80640 -0.98183
C 0.99092 8.67534 0.15107
C 0.57346 7.84718 1.18176
C -0.62449 7.14982 1.08540
C 1.62954 2.44032 -1.66839
C 2.35523 2.67292 -2.85491
C 3.16924 1.71152 -3.40106
C 3.30188 0.47537 -2.75880
C 2.61785 0.21702 -1.59848
C 1.76427 1.18444 -1.04713
O 1.12794 0.87119 0.06070
H 0.67477 5.57011 -0.85644
H 0.09769 5.06770 -2.42703
H 1.84186 5.04211 -2.08544
H -3.54985 7.21710 -0.28550
H -2.67760 5.98806 -1.19702
H -1.60479 8.20028 -1.96782
H 0.51205 9.44734 -1.79611
H 1.92903 9.21011 0.22554
H 1.18715 7.72957 2.06583
H -0.93048 6.48840 1.88654
H 2.24382 3.61323 -3.37418
H 3.69158 1.90700 -4.32784
H 3.93593 -0.29288 -3.18436
H 2.68090 -0.73599 -1.09248
O -2.87804 -3.52236 3.46074
C -2.35104 -2.46868 2.80095
C -2.70097 -2.17505 1.48357
C -2.08417 -1.09054 0.90387
N -1.20514 -0.36455 1.56716
C -0.88164 -0.61007 2.83034
C -1.45435 -1.66057 3.50658
C 0.06027 0.45734 3.35223
O 0.48970 0.47077 4.48102
O 0.30959 1.32829 2.41336
C -2.42776 -0.42062 -0.40149
O -3.36348 -0.66900 -1.09291
O -1.58797 0.62786 -0.58193
H -3.43610 -4.03252 2.86288
H -3.41116 -2.76150 0.91424
H -1.20088 -1.86307 4.53752
C 1.55969 -6.79142 -2.29056
C 0.80742 -6.13794 -1.14420
C 1.43847 -6.44307 0.20042
O 0.78517 -4.70990 -1.28435
P -0.29684 -3.97331 -2.27104
S -1.97950 -4.97713 -2.29617
S -0.29706 -2.06134 -1.77425
O 0.37764 -4.19578 -3.73302
C 1.49820 -3.52085 -4.33243
C 2.66692 -3.28827 -3.38252
C 1.05436 -2.23622 -5.01364
H 1.56206 -7.87632 -2.16718
H 2.59602 -6.44348 -2.30906
H 1.09011 -6.54723 -3.24261
H -0.22803 -6.48675 -1.14782
H 2.47656 -6.10135 0.22913
H 1.42472 -7.51925 0.38638
H 0.88534 -5.94190 0.99433
H 1.82050 -4.22787 -5.10383
H 2.38539 -2.57256 -2.60977
H 3.51535 -2.89204 -3.94800
H 2.97106 -4.21477 -2.89920
H 0.74888 -1.50269 -4.26960
H 0.20979 -2.43537 -5.67434
H 1.87529 -1.82581 -5.60756
C 1.58669 -2.45849 5.95338
Ge 2.22524 -3.72816 4.61471
C 3.17552 -5.19198 5.52227
C 0.73553 -4.48474 3.59960
C 3.48394 -2.78417 3.43461
Se 2.59266 -1.54473 2.20499
C 2.12685 -2.87387 0.85761
H 0.74244 -2.86908 6.51078
H 1.27381 -1.52266 5.48807
H 2.38462 -2.23713 6.66442
H 2.50755 -5.70718 6.21504
H 4.02487 -4.81050 6.09080
H 3.54405 -5.92245 4.80063
H -0.06031 -4.80386 4.27432
H 1.06308 -5.34908 3.02072
H 0.32883 -3.74375 2.90972
H 4.10528 -3.45411 2.84027
H 4.15839 -2.18444 4.04903
H 2.15986 -3.85211 1.32777
H 2.83215 -2.85158 0.02832
H 1.13435 -2.69190 0.45272
```

Computed properties:
- 2S+1: 2
- Expectation value of S²: 0.761
- Net charge: -1

Löwdin population analysis, charges in e, atoms 1 to 4:
1. V 0.89
2. C -0.01
3. C -0.19
4. N -0.03



So which one is most stable? That would be entry Q, about 84.2 kJ/mol below the next structure.



Entry P
Entry from the Open Molecules 2025 dataset: one molecule with the formula C7H10N2 (ωB97M-V/def2-TZVPD).

```
19
C7H10N2 (ωB97M-V/def2-TZVPD)
C -0.31093 1.15013 2.29769
C -0.15306 0.55327 1.14313
C 1.05708 0.08849 0.37371
N 0.96297 1.08302 -0.74694
C -0.29614 0.48113 -1.26544
C 0.26250 -0.85573 -1.71876
C 0.50827 -1.28259 -0.29439
N -0.89462 -1.33878 0.14814
C -1.09329 0.11426 0.04187
H 0.49180 1.33208 3.03288
H -1.31317 1.42844 2.62837
H 2.06918 0.00702 0.82259
H 0.76758 1.98425 -0.29117
H -0.91384 1.06519 -1.98184
H 1.12340 -0.67105 -2.40262
H -0.48789 -1.47951 -2.22083
H 1.08622 -2.16703 -0.06752
H -1.00986 -1.62062 1.09959
H -2.13848 0.41777 0.10529
```

Computed properties:
- 2S+1: 1
- SMILES: C=C1[C@@H]2N[C@H]3C[C@@H]2N[C@@H]13

natural (NBO) population analysis, charges in e, atoms 1 to 4:
1. C -0.43
2. C -0.01
3. C -0.13
4. N -0.59



Entry Q
Entry from the Open Molecules 2025 dataset: one molecule with the formula C7H10N2 (ωB97M-V/def2-TZVPD).

```
19
C7H10N2 (ωB97M-V/def2-TZVPD)
C -3.05109 -0.23641 -0.29681
C -2.26355 -1.19074 0.23500
C -2.55504 1.08093 -0.35570
C -0.90776 -1.17141 0.50881
C 1.00740 0.15041 0.15069
C 1.31080 1.62323 0.17189
C 2.00874 -0.79609 -0.16264
N -1.42421 1.61300 -0.10836
N -0.25146 -0.05137 0.27516
H -4.15147 -0.50432 -0.18072
H -2.63621 -2.27950 0.31724
H -3.39014 1.89340 -0.54340
H -0.39959 -1.96414 1.27177
H 2.29798 1.75265 0.67433
H 1.53853 1.95578 -0.90540
H 0.55514 2.16590 0.56545
H 1.45425 -1.79603 -0.09323
H 2.53215 -0.56781 -1.07211
H 2.85931 -0.89258 0.57524
```

Computed properties:
- 2S+1: 1

natural (NBO) population analysis, charges in e, atoms 1 to 4:
1. C -0.37
2. C -0.18
3. C -0.01
4. C -0.11



Entry R
Entry from the Open Molecules 2025 dataset: one molecule with the formula C7H10N2 (ωB97M-V/def2-TZVPD).

```
19
C7H10N2 (ωB97M-V/def2-TZVPD)
C -1.39337 -2.04868 -0.42912
C -0.49449 -1.05567 -0.40115
C 0.41685 -0.52923 -1.57297
C 1.17624 0.75678 -1.22008
N 0.68811 1.63482 -0.42441
N -0.45250 1.14681 0.12372
C -0.96692 0.94118 1.46464
C -0.24893 -0.13431 0.76116
C 1.06616 -0.41515 1.46049
H -1.50578 -2.56730 -1.39234
H -1.96121 -2.19693 0.47599
H -0.29202 -0.30096 -2.38006
H 1.01127 -1.33287 -1.92391
H 2.04344 1.08990 -1.81970
H -2.02932 0.87508 1.49547
H -0.53385 1.38892 2.34666
H 1.86657 -0.67955 0.70675
H 1.44610 0.42944 2.07584
H 0.97228 -1.26674 2.14227
```

Computed properties:
- 2S+1: 1
- SMILES: C=C1CC=NN2C[C@@]12C

natural (NBO) population analysis, charges in e, atoms 1 to 4:
1. C -0.44
2. C 0.08
3. C -0.53
4. C 0.04



Entry S
Entry from the Open Molecules 2025 dataset: one molecule with the formula C7H10N2 (ωB97M-V/def2-TZVPD).

```
19
C7H10N2 (ωB97M-V/def2-TZVPD)
C -2.53379 1.19230 -0.03491
C -1.51885 0.23479 0.08400
C -1.59453 -1.26399 0.25612
C -0.30388 -1.89194 -0.22077
C 0.59426 -0.60349 -0.10861
N 1.92396 -0.74732 -0.13544
N 2.70983 0.41624 0.05492
C -0.21354 0.68018 0.09485
C 0.56515 1.82061 -0.13154
H -2.17486 2.13386 -0.54527
H -3.71379 1.22362 0.01765
H -1.63096 -1.33002 1.22766
H -2.66223 -1.72435 -0.14709
H 0.23491 -2.58513 0.37087
H -0.26746 -2.07426 -1.28278
H 2.07934 0.86617 1.01405
H 3.70545 0.18861 0.61713
H 1.74099 1.65701 -0.14970
H 0.28306 2.95129 -0.19376
```

Computed properties:
- 2S+1: 1
- SMILES: C=C1CC/C(=N/N)C1=C

natural (NBO) population analysis, charges in e, atoms 1 to 4:
1. C -0.37
2. C -0.04
3. C -0.41
4. C -0.45



So which one is most stable? That would be entry P, about 217.4 kJ/mol below the next structure.



Entry P
Entry from the Open Molecules 2025 dataset: a 2-piece molecular cluster, C9H16N3O overall (ωB97M-V/def2-TZVPD).

```
29
C9H16N3O (ωB97M-V/def2-TZVPD)
C 0.06837 -1.42602 1.32356
C 1.05811 -2.22230 0.79201
C 1.51664 -0.12363 0.21562
C 2.21620 1.05781 -0.28794
C 1.37951 2.39266 0.13662
C 0.02167 2.20029 0.45751
C -4.91739 -0.50318 -0.28960
C 3.00310 -1.87683 -0.75434
C -3.75351 -0.63481 0.30389
N 0.49474 -0.12310 1.03611
N 1.88946 -1.40500 0.01916
N -0.19481 1.02942 1.46573
O -2.57418 -0.80819 -0.30622
H -0.71890 -1.46242 2.05424
H 1.40506 -3.20065 0.86255
H 3.23483 1.07242 0.01990
H 2.30958 0.91659 -1.32784
H 2.01784 2.67327 1.03419
H 1.59379 3.21344 -0.60836
H -0.25877 3.10118 1.04196
H -0.69977 2.02294 -0.36167
H -5.88862 -0.22987 0.24570
H -1.12550 0.94101 1.77206
H -4.96013 -0.33600 -1.37352
H 3.86382 -1.00628 -0.69376
H 3.47611 -2.67780 -0.08177
H 2.93909 -2.23799 -1.80293
H -3.61762 -0.80406 1.34252
H -2.57269 -0.85755 -1.24838
```

Computed properties:
- 2S+1: 1
- Net charge: +1

natural (NBO) population analysis, charges in e, atoms 1 to 4:
1. C -0.04
2. C -0.03
3. C 0.42
4. C -0.46



Entry Q
Entry from the Open Molecules 2025 dataset: a 2-piece molecular cluster, C9H16N3O overall (ωB97M-V/def2-TZVPD).

```
29
C9H16N3O (ωB97M-V/def2-TZVPD)
C 1.93855 -2.82164 -1.30250
C -0.47615 -3.08346 -0.89070
N -1.45726 -2.81496 -0.03053
N 0.67550 -2.50056 -0.63590
N -0.70145 -3.94463 -1.85853
H -1.54291 -1.83741 0.23954
H -2.31177 -3.33463 -0.15336
H 0.73208 -1.81903 0.10801
H -1.66767 -4.07153 -2.10643
H 0.05627 -4.37950 -2.35223
H 1.98277 -2.24663 -2.22506
H 1.99823 -3.82882 -1.69719
H 2.79546 -2.61644 -0.70005
C 0.33972 4.85265 0.39763
C -0.46190 0.73313 1.12766
C -1.04191 1.69756 1.94589
C 0.30831 1.05475 0.05297
C -0.61329 2.99490 1.72989
C 0.54885 2.40042 -0.26042
C 0.12605 3.37057 0.62079
O -0.64704 -0.63037 1.37560
H -0.91836 -0.82335 2.28068
H -1.84662 1.47019 2.63060
H 0.65712 0.28750 -0.63048
H -0.91873 3.76776 2.42547
H 1.17361 2.56220 -1.12503
H 1.32219 4.99948 -0.03406
H 0.39235 5.39721 1.33827
H -0.44200 5.16465 -0.27052
```

Computed properties:
- 2S+1: 1
- Net charge: +1

natural (NBO) population analysis, charges in e, atoms 1 to 4:
1. C -0.43
2. C 0.67
3. N -0.78
4. N -0.55



So which one is most stable? That would be entry Q, about 371.3 kJ/mol below the next structure.



Entry P
Entry from the Open Molecules 2025 dataset: one molecule with the formula CH2N2OS2 (ωB97M-V/def2-TZVPD).

```
8
CH2N2OS2 (ωB97M-V/def2-TZVPD)
C 0.25991 -1.24024 0.01308
N -1.28959 -0.99197 -0.26786
N -0.33057 1.00435 0.74348
O 1.75360 0.52430 -0.89549
S -1.81616 0.40533 0.01504
S 1.16222 0.21522 0.36477
H 0.67544 -1.99304 -0.58401
H -0.41485 2.07605 0.61099
```

Computed properties:
- 2S+1: 1

natural (NBO) population analysis, charges in e, atoms 1 to 4:
1. C -0.39
2. N -0.61
3. N -1.04
4. O -0.94



Entry Q
Entry from the Open Molecules 2025 dataset: one molecule with the formula CH2N2OS2 (ωB97M-V/def2-TZVPD).

```
8
CH2N2OS2 (ωB97M-V/def2-TZVPD)
C -0.81729 0.09615 -0.03665
N -0.34067 1.00883 -0.96247
N 0.76564 1.29493 -1.17339
O 0.46196 -1.95453 0.84083
S 1.98977 0.50846 0.13909
S 0.49859 -0.55853 1.20828
H -1.52865 0.47164 0.59168
H -1.02936 -0.86695 -0.60736
```

Computed properties:
- 2S+1: 1

natural (NBO) population analysis, charges in e, atoms 1 to 4:
1. C -0.45
2. N -0.09
3. N -0.04
4. O -0.95



So which one is most stable? That would be entry Q, about 138.8 kJ/mol below the next structure.



Entry P
Entry from the Open Molecules 2025 dataset: H12O6Xe as an isolated structure (ωB97M-V/def2-TZVPD).

```
19
H12O6Xe (ωB97M-V/def2-TZVPD)
Xe -11.90578 -7.29355 8.59693
O -11.14561 -4.12776 7.37334
H -11.28383 -3.32822 6.86555
H -11.16877 -4.83113 6.72452
O -10.88468 -5.41368 11.67431
H -10.16579 -5.52681 11.05252
H -11.13341 -6.30519 11.91839
O -10.41321 -5.92977 5.31415
H -9.56951 -6.22179 5.65929
H -10.19719 -5.49237 4.49059
O -8.66150 -9.20910 7.86396
H -8.60607 -9.66737 8.70250
H -9.38167 -9.63899 7.40268
O -12.23927 -3.43716 9.86878
H -11.62175 -3.89064 10.44259
H -11.82953 -3.46663 9.00421
O -8.88596 -8.86005 10.84905
H -8.91425 -7.92576 10.64283
H -7.95505 -9.08201 10.82970
```

Computed properties:
- 2S+1: 1

natural (NBO) population analysis, charges in e, atoms 1 to 4:
1. Xe 0.00
2. O -0.98
3. H 0.47
4. H 0.50



Entry Q
Entry from the Open Molecules 2025 dataset: H12O6Xe as an isolated structure (ωB97M-V/def2-TZVPD).

```
19
H12O6Xe (ωB97M-V/def2-TZVPD)
Xe 0.62590 -1.69248 -1.15525
O 0.90566 -0.80436 2.85020
H 1.07368 -1.74369 2.77499
H 1.59779 -0.48224 3.42763
O 2.68585 1.89570 -2.55701
H 3.35283 1.25184 -2.79538
H 1.89098 1.59116 -2.99480
O 0.11794 0.90116 -3.89692
H -0.63263 0.66035 -3.35390
H 0.38473 0.08215 -4.31440
O -2.21705 -1.99687 1.64622
H -2.28735 -2.11546 2.59344
H -1.27584 -2.00694 1.47228
O -2.30961 0.35986 0.07773
H -1.42312 0.56906 0.37201
H -2.65686 -0.22011 0.75543
O 0.08043 1.27799 1.31043
H -0.15469 1.96596 1.93304
H 0.24136 0.50691 1.85427
```

Computed properties:
- 2S+1: 1

natural (NBO) population analysis, charges in e, atoms 1 to 4:
1. Xe 0.00
2. O -0.95
3. H 0.48
4. H 0.49



So which one is most stable? That would be entry Q, about 12.7 kJ/mol below the next structure.